Molecular formula: C18H39Br3ClN2S
Method: DFT, ωB97M-V/def2-TZVPD

Values from the calculation:
multiplicity: 1
HOMO level: -9.37 eV
DFT total energy: -9398.8289 Eh
LUMO energy: -4.876 eV
frontier orbital gap: 4.491 eV
net charge: +1

Last column: natural (NBO) charge in e.
Positions of all 64 atoms, in Å:
C (4.62292, 4.24495, -2.57268)  -0.68
C (4.58043, 3.25973, -3.69590)  -0.03
Br (6.18374, 3.01887, -4.63330)  0.17
C (3.52308, 2.50556, -4.00018)  -0.42
Br (1.97649, 2.53607, -2.95793)  0.21
S (3.59455, 1.29884, -5.32750)  0.92
Cl (1.71123, 0.78081, -5.63721)  -0.01
C (3.89044, 2.22015, -6.85399)  -0.59
C (3.12510, 3.54098, -7.00636)  -0.27
C (1.95678, 3.45886, -7.98946)  -0.63
Br (4.39788, 4.88174, -7.60399)  0.05
H (3.73175, 4.87548, -2.58061)  0.26
H (5.50303, 4.87882, -2.65952)  0.26
H (4.68185, 3.71362, -1.61814)  0.26
H (3.60686, 1.50130, -7.62919)  0.27
H (4.97187, 2.33571, -6.90473)  0.29
H (2.77811, 3.89306, -6.03512)  0.23
H (1.21251, 4.22084, -7.76119)  0.24
H (2.30459, 3.61613, -9.01114)  0.24
H (1.47357, 2.48145, -7.93881)  0.22
C (0.22692, 1.54625, 2.02245)  -0.62
C (-1.01044, 0.71291, 1.72679)  -0.22
N (-1.70272, 1.11743, 0.51551)  -0.45
C (-3.02889, 0.53444, 0.38385)  -0.21
C (-3.13651, -0.98628, 0.22135)  -0.64
C (-0.89569, 1.14634, -0.68410)  -0.21
C (-0.18550, -0.15123, -1.10426)  -0.64
H (-0.01948, 2.60879, 2.03981)  0.21
H (0.62932, 1.27134, 2.99760)  0.22
H (1.01914, 1.38609, 1.28849)  0.19
H (-1.71393, 0.83437, 2.55433)  0.20
H (-0.72870, -0.35280, 1.71998)  0.16
H (-3.52644, 1.02194, -0.45901)  0.19
H (-3.59350, 0.82873, 1.27308)  0.20
H (-2.82827, -1.31889, -0.76968)  0.20
H (-4.17388, -1.29519, 0.35792)  0.22
H (-2.53966, -1.51987, 0.96209)  0.20
H (-0.13422, 1.92469, -0.55320)  0.18
H (-1.52618, 1.49642, -1.50670)  0.19
H (0.29319, -0.64864, -0.26038)  0.21
H (0.59707, 0.07701, -1.83282)  0.19
H (-0.86845, -0.85837, -1.57193)  0.21
C (-0.69748, -4.80239, 2.99472)  -0.62
C (-1.11996, -3.41515, 3.45348)  -0.21
N (-2.44021, -3.39201, 4.05558)  -0.45
C (-2.97554, -2.05387, 4.21810)  -0.20
C (-2.25647, -1.09156, 5.17140)  -0.64
C (-2.64015, -4.30290, 5.17133)  -0.22
C (-1.70590, -4.17008, 6.38092)  -0.64
H (-1.45217, -5.23658, 2.33781)  0.21
H (0.24317, -4.73954, 2.44576)  0.21
H (-0.53937, -5.48175, 3.83234)  0.21
H (-1.15732, -2.75295, 2.58208)  0.19
H (-0.33674, -3.00725, 4.11376)  0.16
H (-4.02230, -2.14231, 4.52079)  0.20
H (-2.99253, -1.59649, 3.22244)  0.18
H (-2.43249, -1.32930, 6.21935)  0.21
H (-2.63193, -0.07890, 5.00660)  0.21
H (-1.17995, -1.07559, 4.99420)  0.20
H (-2.56401, -5.32348, 4.78976)  0.19
H (-3.67721, -4.19468, 5.49724)  0.20
H (-0.66199, -4.07622, 6.07766)  0.20
H (-1.78565, -5.06198, 7.00452)  0.22
H (-1.95372, -3.31343, 7.00593)  0.20



Molecular formula: C18H39N4O2
Method: DFT, ωB97M-V/def2-TZVPD

Values from the calculation:
multiplicity: 1
HOMO level: -1.46 eV
relative energy (zero: lowest compared OMol25 entry of this formula, charge and spin): 9.43 kcal per mole
DFT total energy: -1078.6775 Eh
LUMO energy: 2.218 eV
frontier orbital gap: 3.679 eV
net charge: -1

Last column: natural (NBO) charge in e.
Positions of all 63 atoms, in Å:
C (3.22764, -2.69796, 1.99342)  -0.61
C (3.22585, -1.17847, 1.89662)  -0.39
C (2.19346, -0.67524, 0.88351)  -0.39
C (2.44184, 0.78947, 0.51255)  -0.39
C (1.68126, 1.77086, 1.40320)  -0.41
C (0.16484, 1.63628, 1.28713)  -0.41
C (-0.55028, 2.06990, 2.57017)  -0.39
C (-0.72126, 0.90305, 3.53395)  -0.39
C (-1.68223, -0.20952, 3.05457)  -0.42
C (-3.07495, 0.23348, 2.57833)  -0.22
N (-3.83527, -0.76315, 1.86672)  -0.81
C (-3.20637, -1.13111, 0.63160)  -0.32
C (-3.12685, -2.62574, 0.54978)  0.18
N (-2.31978, -3.34193, 1.22195)  -0.67
H (3.62064, -3.06256, 2.93715)  0.20
H (3.76684, -3.15107, 1.16914)  0.19
H (2.19828, -3.04896, 1.93763)  0.21
H (4.20099, -0.85405, 1.53830)  0.18
H (3.06785, -0.71465, 2.86643)  0.20
H (2.25061, -1.33556, 0.01981)  0.19
H (1.20891, -0.81741, 1.32177)  0.22
H (3.50055, 1.00018, 0.65741)  0.18
H (2.20829, 0.96860, -0.53432)  0.19
H (2.01444, 1.68987, 2.43647)  0.19
H (1.94744, 2.76924, 1.07431)  0.22
H (-0.15810, 2.31968, 0.50802)  0.20
H (-0.12495, 0.63235, 1.00318)  0.20
H (-1.48194, 2.56435, 2.32673)  0.21
H (0.09245, 2.81111, 3.05127)  0.18
H (-1.01869, 1.25032, 4.52099)  0.18
H (0.26939, 0.44852, 3.62642)  0.18
H (-1.16042, -0.79379, 2.30242)  0.19
H (-1.84461, -0.87607, 3.89909)  0.20
H (-3.64560, 0.48047, 3.47907)  0.16
H (-3.02272, 1.18033, 1.99565)  0.10
H (-2.20649, -0.69889, 0.46392)  0.15
H (-3.83486, -0.80141, -0.23507)  0.11
H (-3.84148, -3.10129, -0.13642)  0.10
H (-2.49772, -4.31955, 0.98426)  0.30
C (0.65670, 4.76813, -1.04631)  0.53
O (0.90547, 4.58061, 0.12631)  -0.61
N (1.59000, 4.88002, -2.01634)  -0.44
C (1.23919, 5.09682, -3.40386)  -0.40
C (2.98939, 4.77229, -1.64266)  -0.42
H (-0.37686, 4.85288, -1.42531)  0.11
H (1.61225, 4.27535, -4.01965)  0.19
H (1.67540, 6.03291, -3.76129)  0.19
H (0.15787, 5.15046, -3.51027)  0.21
H (3.17892, 3.80262, -1.17988)  0.22
H (3.24414, 5.54876, -0.91994)  0.21
H (3.61264, 4.88035, -2.52722)  0.20
C (-0.43556, -3.85435, -4.27746)  0.53
O (-0.20101, -4.45516, -5.31406)  -0.65
N (-1.56380, -3.97175, -3.56065)  -0.42
C (-1.78940, -3.22778, -2.32868)  -0.41
C (-2.59431, -4.87520, -4.03563)  -0.41
H (0.28322, -3.14497, -3.83311)  0.11
H (-1.94157, -3.91625, -1.50122)  0.21
H (-2.67334, -2.59625, -2.43222)  0.20
H (-0.93166, -2.59763, -2.10532)  0.22
H (-2.20054, -5.89053, -4.10266)  0.21
H (-2.92701, -4.57454, -5.03031)  0.21
H (-3.43711, -4.85647, -3.34937)  0.21



Molecular formula: C18H39NO4
Method: DFT, ωB97M-V/def2-TZVPD

Values from the calculation:
multiplicity: 2
HOMO level (spin up / spin down): -11.35 / -11.35 eV
DFT total energy: -1064.5548 Eh
LUMO energy (spin up / spin down): -2.428 / -7.667 eV
frontier orbital gap (spin up / spin down): 8.923 / 3.684 eV
net charge: +1

Last column: Mulliken spin population.
Positions of all 62 atoms, in Å:
C (-2.57730, -2.64179, 4.61289)  0.01
C (-2.03285, -2.84029, 3.22101)  0.02
N (-0.86403, -2.01727, 2.96447)  0.74
C (-1.23597, -0.58074, 3.06769)  0.00
C (-2.49712, -0.17048, 2.27825)  0.09
C (-0.29557, -2.49174, 1.64863)  0.03
C (1.21873, -2.38494, 1.67363)  0.04
H (-1.87116, -2.92773, 5.39245)  0.00
H (-3.43248, -3.26042, 4.88499)  0.00
H (-2.85173, -1.60702, 4.81794)  0.00
H (-1.67200, -3.86334, 3.32710)  0.02
H (-2.72677, -2.87301, 2.38107)  0.05
H (-1.29809, -0.32156, 4.12461)  0.00
H (-0.52622, 0.12717, 2.63966)  0.01
H (-2.74963, 0.88191, 2.14858)  0.00
H (-2.39452, -0.54199, 1.25867)  0.00
H (-3.30765, -0.66823, 2.81059)  0.00
H (-0.66232, -1.92414, 0.79340)  0.02
H (-0.61739, -3.49720, 1.37736)  0.01
H (1.64322, -2.57159, 0.68719)  0.00
H (1.61990, -3.00033, 2.47890)  -0.01
H (1.70456, -1.49676, 2.07764)  -0.01
C (-3.19090, -0.67502, -5.63326)  0.00
C (-3.19034, -0.34387, -4.20667)  0.00
O (-3.74573, 0.65231, -3.72847)  0.00
C (-2.46691, -1.19396, -3.23008)  0.00
H (-2.49160, 0.03089, -6.08133)  0.00
H (-4.20521, -0.50903, -5.99617)  0.00
H (-2.90155, -1.72231, -5.72027)  0.00
H (-1.38893, -1.05493, -3.31211)  0.00
H (-2.73055, -2.25158, -3.22425)  0.00
H (-2.61399, -0.87214, -2.19911)  0.00
C (-0.29399, 2.55560, -2.50300)  0.00
C (-0.20121, 1.55370, -1.36153)  0.00
O (-0.07751, 0.36431, -1.57003)  0.00
C (-0.33722, 2.19996, -0.03001)  0.00
H (0.49721, 3.30152, -2.42754)  0.00
H (-1.32477, 2.89703, -2.59791)  0.00
H (-0.12830, 2.02312, -3.43955)  0.00
H (-1.37287, 2.41685, 0.23168)  0.00
H (0.27149, 3.10415, -0.03269)  0.00
H (-0.02412, 1.44632, 0.69256)  0.00
C (2.05766, 1.41038, 2.49301)  0.00
C (2.34384, 2.82455, 2.20185)  0.00
O (2.96652, 3.09192, 1.25127)  0.00
C (1.72322, 3.92166, 3.06025)  0.00
H (2.37752, 0.69721, 1.73328)  0.00
H (1.05105, 1.28092, 2.89060)  0.00
H (2.62979, 1.02555, 3.33721)  0.00
H (1.28105, 4.69096, 2.42719)  0.00
H (2.47604, 4.35074, 3.72151)  0.00
H (0.91463, 3.51354, 3.66665)  0.00
C (4.72280, 0.44783, -3.98727)  0.00
C (3.62326, -0.43377, -3.51307)  0.00
O (3.06389, -1.25746, -4.29012)  0.00
C (3.33290, -0.26778, -2.03592)  0.00
H (5.62616, 0.41536, -3.37818)  0.00
H (4.51037, 1.49638, -3.77865)  0.00
H (5.05684, 0.33834, -5.01903)  0.00
H (3.12250, -1.28050, -1.69208)  0.00
H (2.35726, 0.19120, -1.87608)  0.00
H (4.10606, 0.29165, -1.50926)  0.00